No. 1
{"formula": "C14H25N5PdS", "method": "ωB97M-V/def2-TZVPD", "molar_mass_g_mol": 401.9, "homo_ev": -15.24, "charge": 2, "largest_force_ha_per_bohr": 0.0073, "homo_lumo_gap_ev": 8.69, "energy_ev": -36676.5171, "lumo_energy_ev": -6.549, "symbols": ["H", "C", "H", "N", "C", "H", "C", "N", "H", "H", "N", "C", "C", "Pd", "H", "H", "C", "H", "H", "H", "C", "H", "H", "H", "C", "N", "H", "H", "H", "S", "C", "H", "C", "C", "H", "H", "C", "H", "H", "N", "C", "C", "H", "H", "H", "H"], "xyz": [[-4.528584, -0.965949, -1.601605], [-1.485843, -1.664651, 1.702374], [2.739113, 2.685316, 1.332987], [-2.111318, -0.670263, 0.793991], [4.721887, 1.279471, 3.691486], [-2.203105, -1.949666, 2.475874], [2.124631, 0.146829, -2.442746], [3.242628, -0.540986, -2.603433], [5.531088, 1.534667, 4.362414], [-2.582643, 1.721715, -2.015959], [-2.510405, -0.399840, -2.007715], [4.200227, 2.251640, 2.845186], [-3.681288, -0.521282, -1.077695], [-0.829979, -0.302963, -0.818106], [-3.972723, 0.487457, -0.788449], [-3.200154, 0.207550, 2.381453], [3.178260, -0.349675, 2.838720], [-4.117354, -1.403982, 0.843100], [4.627308, -0.760491, 4.354544], [-0.612637, -1.229364, 2.177153], [2.660180, 0.631559, 1.989050], [-2.983426, -2.326353, -0.143928], [-1.690932, -1.387178, -3.690085], [3.189092, -1.534298, -2.766075], [1.585364, 0.298890, 1.112893], [2.177486, 1.455578, -2.232926], [4.138210, -0.092902, -2.731269], [2.774979, -1.353447, 2.827838], [-1.622840, 0.951642, 2.038762], [0.627042, -0.704355, -2.577786], [-2.536983, -1.488618, -3.016488], [-1.801013, 0.983840, -3.437753], [-2.620451, 0.899817, -2.728075], [4.214712, -0.014564, 3.689881], [-1.193585, -2.547579, 1.138324], [-2.989363, 1.256311, 0.960651], [-3.287083, -1.317294, 0.136811], [1.324103, 1.987362, -2.243063], [4.599168, 3.256203, 2.861557], [0.726427, 0.021773, 0.403881], [-2.510479, 0.510917, 1.590526], [3.164164, 1.935584, 1.987090], [-3.461972, -1.421564, -3.591776], [-2.493487, -2.456139, -2.519369], [-3.568392, 0.936689, -3.270013], [3.049972, 1.962593, -2.232234]], "forces_ev_per_a": [[0.0, 0.0, 0.0], [-0.1, 0.0, 0.1], [0.0, 0.0, 0.0], [-0.2, -0.2, 0.0], [0.0, 0.0, 0.0], [0.0, 0.0, 0.0], [-0.1, 0.1, 0.1], [0.0, 0.0, -0.1], [0.0, 0.0, 0.0], [0.0, 0.0, 0.0], [-0.1, 0.3, -0.1], [0.0, 0.0, 0.0], [0.1, 0.1, 0.0], [0.2, -0.2, 0.2], [0.0, 0.0, 0.0], [0.0, 0.0, 0.0], [0.0, 0.0, 0.0], [0.0, 0.0, 0.0], [0.0, 0.0, 0.0], [0.0, 0.0, 0.0], [0.0, 0.0, 0.0], [0.0, 0.0, 0.0], [0.0, 0.0, 0.0], [0.0, 0.0, 0.0], [0.1, -0.1, 0.0], [0.0, 0.0, 0.1], [0.0, 0.0, 0.0], [0.0, 0.0, 0.0], [0.0, 0.0, 0.0], [-0.1, 0.0, -0.4], [0.0, -0.1, 0.2], [0.0, 0.0, 0.0], [0.0, -0.1, -0.1], [0.0, 0.0, 0.0], [0.0, 0.0, 0.0], [0.0, 0.0, 0.0], [0.0, 0.0, 0.0], [0.0, 0.0, 0.0], [0.0, 0.0, 0.0], [0.1, 0.1, 0.2], [0.0, 0.1, -0.1], [0.0, 0.0, 0.0], [0.0, 0.0, 0.0], [0.0, 0.0, 0.0], [0.0, 0.0, 0.0], [0.0, 0.0, 0.0]], "nbo_charge": [0.2441, -0.4247, 0.2268, -0.4031, -0.1306, 0.2219, 0.3687, -0.7308, 0.2458, 0.2168, -0.3859, -0.1974, -0.2503, 0.7526, 0.2220, 0.2208, -0.1604, 0.2386, 0.2475, 0.2202, -0.1778, 0.2242, 0.2333, 0.4408, 0.4963, -0.7494, 0.4223, 0.2340, 0.2260, -0.1647, -0.4296, 0.2322, -0.4304, -0.1940, 0.2242, 0.2169, -0.2506, 0.4301, 0.2456, -0.4672, -0.4275, -0.1678, 0.2222, 0.2233, 0.2245, 0.4207]}

No. 2
{"formula": "C14H25NO6S", "method": "ωB97M-V/def2-TZVPD", "molar_mass_g_mol": 335.4, "homo_ev": -8.92, "smiles": "CCOC(=O)CSC[C@@H](NC(=O)OC(C)(C)C)C(=O)OCC", "charge": 0, "largest_force_ha_per_bohr": 0.3798, "homo_lumo_gap_ev": 9.52, "energy_ev": -39520.2923, "lumo_energy_ev": 0.599, "symbols": ["H", "H", "H", "C", "C", "C", "O", "C", "C", "H", "H", "O", "O", "H", "O", "C", "C", "C", "H", "H", "H", "H", "H", "S", "H", "O", "C", "H", "H", "H", "O", "C", "H", "H", "H", "H", "H", "N", "H", "C", "H", "H", "C", "C", "C", "H", "H"], "xyz": [[-2.584492, 5.316117, -2.738871], [0.228070, -2.935524, 6.013847], [-0.431613, 4.803554, -0.484881], [-1.904409, 4.379295, -2.597727], [-0.162816, 5.256596, -1.200316], [-0.254127, 2.457377, -1.350095], [-1.017539, 2.545526, -0.458289], [0.353195, 5.015250, -3.936716], [0.131744, -3.531722, -1.504760], [2.401241, -3.368653, 5.179076], [-2.336261, 3.721888, -3.561728], [1.130007, -1.328691, -2.437720], [-0.252825, -2.325678, -1.124951], [1.029888, 0.919455, 0.981255], [-0.697887, -3.784889, 2.830650], [0.484774, -1.191121, -1.403643], [-0.593000, 4.440352, -2.525769], [0.408175, 0.057075, -0.725879], [-0.516994, -4.098977, 5.032312], [-0.248984, -0.607653, 2.743180], [-0.234089, 6.051752, -4.074574], [0.993218, -3.894900, -1.257282], [1.207916, 5.257200, -3.570264], [1.455501, -1.555257, 1.279734], [-0.493779, 6.371055, -1.360362], [0.151541, 3.190038, -2.616045], [-0.260529, -2.680470, 3.143432], [-0.501702, -3.705046, -2.497702], [2.424439, 0.405694, 0.103748], [-0.151666, 4.560919, -4.716683], [0.333317, -2.256476, 4.385622], [1.533333, -4.161151, 5.007306], [-0.826351, -4.604569, 0.336950], [1.154358, 5.315255, -1.169705], [1.712262, -4.809888, 5.743309], [-0.962289, -5.407304, -1.014413], [-0.749335, 0.145943, -0.172452], [0.342701, 1.118613, -1.551495], [1.016652, 1.014226, -2.490870], [-1.217636, -4.515641, -0.696450], [1.752324, -4.771695, 4.054808], [-2.007646, -4.257956, -0.884887], [0.285982, -3.344728, 5.113834], [-0.071259, -1.484532, 2.142472], [1.422154, -0.014112, 0.382014], [-2.561362, 3.805886, -1.715930], [-0.914203, -1.512435, 1.366910]], "forces_ev_per_a": [[2.0, -1.1, 0.4], [-0.2, 0.8, 4.8], [-4.0, -5.6, 10.2], [-13.6, -2.8, -2.3], [7.4, 7.4, -12.4], [3.2, -6.0, -4.2], [-0.7, 2.3, 0.8], [-10.9, 3.4, 2.3], [-11.6, -2.7, -3.3], [-1.3, -1.7, -0.8], [1.4, 1.5, 2.1], [0.7, 1.3, 1.0], [-0.5, 6.0, 3.9], [1.0, -1.9, 0.0], [1.1, 3.0, 1.6], [0.0, -5.2, -5.9], [11.6, 3.0, -1.0], [-5.4, -0.7, 4.7], [-0.5, 1.1, -0.5], [0.5, 0.6, 0.1], [1.5, -1.4, 0.3], [5.2, -1.9, 0.9], [5.9, 0.4, 1.3], [1.7, 0.0, 0.3], [0.4, -2.3, 0.7], [-3.0, -1.5, 5.8], [1.1, 0.7, -2.3], [3.1, 0.0, 0.9], [-0.6, -1.2, -0.1], [0.7, -1.9, -1.8], [-2.8, 0.9, -6.7], [3.3, 3.1, -3.3], [-1.2, 0.8, -0.1], [-4.0, -0.2, -0.1], [0.0, -2.6, 3.2], [0.6, -4.7, -2.2], [3.0, -0.8, -1.1], [3.3, 4.7, -6.4], [-2.4, 0.5, 3.4], [18.8, -0.9, 5.2], [-0.7, 1.4, 1.1], [-15.0, 5.5, -3.4], [0.6, -5.8, 1.9], [-3.3, -1.0, -0.2], [-0.1, 4.2, 1.8], [2.3, 1.5, -1.9], [1.0, -0.3, 1.2]], "nbo_charge": [0.2649, 0.1799, 0.1565, -0.7163, -0.5403, 0.9219, -0.5900, -0.5759, -0.0371, 0.1953, 0.2214, -0.5980, -0.5313, 0.2375, -0.5503, 0.7955, 0.2293, -0.1617, 0.1961, 0.2397, 0.1744, 0.1757, 0.2149, 0.2889, 0.2235, -0.5291, 0.8000, 0.1853, 0.2626, 0.2385, -0.4773, -0.6191, 0.2074, 0.1811, 0.2103, 0.1802, 0.2160, -0.6765, 0.4304, -0.5225, 0.2164, 0.1406, -0.1032, -0.6782, -0.5836, 0.2608, 0.2452]}